# 1
{
  "formula": "C19H33NO5",
  "method": "ωB97M-V with the def2-TZVPD basis set",
  "symbols": ["O", "C", "O", "C", "O", "C", "C", "C", "O", "C", "C", "C", "C", "N", "C", "C", "C", "C", "O", "H", "H", "H", "H", "H", "H", "H", "H", "H", "H", "H", "H", "H", "H", "H", "H", "H", "H", "H", "C", "C", "C", "C", "C", "C", "H", "H", "H", "H", "H", "H", "H", "H", "H", "H", "H", "H", "H", "H"],
  "positions_angstrom": [[5.150, -1.975, -1.697], [4.911, -0.837, -1.437], [4.767, -0.228, -0.219], [4.390, 1.141, -0.403], [5.455, 2.000, -0.085], [3.904, 1.154, -1.879], [4.265, 2.378, -2.736], [3.328, 3.592, -2.576], [2.058, 3.441, -3.207], [2.416, 0.712, -1.775], [1.937, -0.205, -2.919], [0.464, -0.672, -2.736], [-0.574, 0.440, -3.069], [-0.933, 1.119, -1.824], [-1.545, 0.583, -0.715], [-1.677, 1.550, 0.249], [-1.103, 2.786, -0.269], [-0.700, 2.420, -1.529], [4.744, 0.114, -2.420], [3.594, 1.408, 0.312], [5.727, 1.766, 0.813], [5.263, 2.710, -2.398], [4.316, 2.135, -3.808], [3.210, 3.908, -1.525], [3.827, 4.440, -3.089], [2.100, 2.745, -3.872], [2.303, 0.131, -0.840], [1.807, 1.620, -1.648], [2.552, -1.122, -2.885], [2.056, 0.235, -3.925], [0.281, -1.571, -3.351], [0.374, -1.006, -1.687], [-1.478, 0.021, -3.539], [-0.139, 1.180, -3.760], [-1.865, -0.458, -0.670], [-2.120, 1.443, 1.237], [-0.988, 3.764, 0.184], [-0.195, 3.069, -2.248], [-4.734, -4.434, 3.056], [-4.476, -3.395, 4.143], [-4.689, -1.957, 3.671], [-3.759, -1.501, 2.545], [-2.265, -1.601, 2.857], [-1.832, -0.723, 4.025], [-4.044, -4.319, 2.218], [-4.602, -5.441, 3.454], [-5.754, -4.353, 2.675], [-3.464, -3.521, 4.539], [-5.157, -3.588, 4.977], [-4.582, -1.285, 4.528], [-5.723, -1.846, 3.330], [-4.000, -0.461, 2.299], [-3.970, -2.079, 1.641], [-1.707, -1.296, 1.966], [-1.986, -2.640, 3.054], [-2.062, 0.327, 3.830], [-0.755, -0.806, 4.182], [-2.323, -1.015, 4.955]],
  "homo_lumo_gap_ev": 8.77,
  "homo_ha": -0.305,
  "e_tot_ha": -1174.7214,
  "lumo_energy_ev": 0.483,
  "smiles": "O=C1O[C@@H](O)[C@](CCO)(CCCCn2cccc2)O1.CCCCCC",
  "charge": 0
}

# 2
{
  "formula": "C4H10N4",
  "method": "ωB97M-V with the def2-TZVPD basis set",
  "symbols": ["C", "C", "C", "C", "N", "N", "N", "N", "H", "H", "H", "H", "H", "H", "H", "H", "H", "H"],
  "positions_angstrom": [[-2.203, 4.472, -0.841], [1.392, -1.093, -0.026], [2.017, -1.272, 1.314], [-1.703, -0.798, 0.248], [0.475, -0.165, -0.133], [-1.888, 3.385, -0.766], [1.913, -1.690, -1.075], [-0.683, 0.156, -0.013], [-2.517, 5.501, -0.899], [1.642, -2.206, 1.744], [1.768, -0.462, 1.995], [3.100, -1.353, 1.233], [-2.269, -0.454, 1.118], [-2.404, -0.769, -0.593], [-1.345, -1.819, 0.399], [2.766, -2.226, -0.979], [1.518, -1.619, -2.003], [-1.581, 2.412, -0.723]],
  "homo_lumo_gap_ev": 9.78,
  "homo_ha": -0.647,
  "e_tot_ha": -376.6989,
  "lumo_energy_ev": -7.810,
  "charge": 2
}

# 3
{
  "formula": "C33H34BN3O2RuS2",
  "method": "ωB97M-V with the def2-TZVPD basis set",
  "symbols": ["Ru", "C", "N", "C", "C", "N", "C", "C", "C", "C", "C", "C", "C", "S", "C", "C", "C", "C", "C", "C", "S", "H", "H", "H", "H", "H", "H", "H", "H", "H", "H", "H", "H", "H", "H", "H", "H", "H", "H", "N", "C", "C", "C", "C", "C", "C", "C", "H", "H", "H", "H", "C", "C", "C", "C", "C", "C", "C", "C", "O", "B", "O", "C", "C", "H", "H", "H", "H", "H", "H", "H", "H", "H", "H", "H", "H"],
  "positions_angstrom": [[-0.942, -0.797, -0.943], [-1.672, 0.563, 1.598], [-0.634, 0.706, 0.550], [-0.834, 1.949, -0.227], [-2.125, 1.835, -1.037], [-2.064, 0.725, -2.019], [-1.480, 1.228, -3.286], [-3.366, 0.140, -2.354], [-4.484, 0.943, -2.511], [-5.702, 0.399, -2.894], [-5.773, -0.968, -3.145], [-4.648, -1.764, -3.001], [-3.417, -1.236, -2.598], [-2.012, -2.304, -2.417], [0.680, 0.521, 1.129], [1.433, 1.583, 1.598], [2.686, 1.359, 2.160], [3.183, 0.072, 2.268], [2.429, -1.000, 1.801], [1.183, -0.780, 1.242], [0.298, -2.116, 0.433], [-1.792, 1.501, 2.152], [-1.378, -0.219, 2.292], [-2.626, 0.282, 1.156], [0.028, 2.088, -0.880], [-0.922, 2.822, 0.434], [-2.294, 2.791, -1.545], [-2.972, 1.664, -0.375], [-2.168, 1.943, -3.746], [-1.327, 0.387, -3.961], [-0.521, 1.698, -3.098], [-4.415, 2.011, -2.334], [-6.572, 1.031, -2.998], [-6.710, -1.416, -3.450], [-4.706, -2.829, -3.192], [1.058, 2.596, 1.515], [3.271, 2.201, 2.503], [4.163, -0.103, 2.690], [2.828, -2.006, 1.833], [-4.009, -4.784, 5.477], [-3.309, -4.352, 4.675], [-2.429, -3.810, 3.669], [-1.204, -3.260, 4.040], [-0.362, -2.731, 3.080], [-0.749, -2.734, 1.743], [-1.969, -3.290, 1.366], [-2.803, -3.831, 2.329], [-0.919, -3.253, 5.084], [0.589, -2.305, 3.372], [-2.254, -3.286, 0.320], [-3.755, -4.260, 2.046], [7.658, 0.196, -2.350], [6.678, -0.579, -3.241], [6.890, -2.073, -2.992], [6.995, -0.291, -4.716], [5.246, -0.139, -2.932], [4.890, 1.200, -3.107], [3.603, 1.675, -2.852], [2.678, 0.760, -2.411], [1.360, 0.948, -2.081], [0.840, -0.320, -1.690], [1.917, -1.254, -1.785], [3.009, -0.567, -2.229], [4.276, -1.042, -2.480], [8.685, -0.112, -2.561], [7.450, 0.004, -1.296], [7.589, 1.272, -2.516], [7.924, -2.335, -3.224], [6.241, -2.682, -3.624], [6.705, -2.336, -1.949], [8.015, -0.605, -4.950], [6.908, 0.771, -4.945], [6.309, -0.834, -5.368], [5.634, 1.904, -3.457], [3.345, 2.716, -2.995], [4.491, -2.091, -2.331]],
  "homo_lumo_gap_ev": 6.88,
  "homo_ha": -0.248,
  "e_tot_ha": -2508.8872,
  "lumo_energy_ev": 0.124,
  "charge": 0
}

# 4
{
  "formula": "C30H45BeBrN2P2",
  "method": "ωB97M-V with the def2-TZVPD basis set",
  "symbols": ["N", "C", "C", "C", "C", "C", "C", "Be", "P", "C", "C", "C", "C", "C", "C", "C", "Br", "H", "H", "H", "H", "H", "H", "H", "H", "H", "H", "P", "C", "C", "H", "H", "H", "H", "H", "C", "C", "H", "H", "H", "H", "H", "C", "C", "H", "H", "H", "H", "H", "C", "C", "H", "H", "H", "H", "H", "C", "C", "H", "H", "H", "H", "H", "C", "C", "H", "H", "H", "H", "H", "C", "C", "C", "N", "C", "C", "H", "H", "H", "H", "H"],
  "positions_angstrom": [[-6.360, 4.778, -4.359], [-6.070, 5.151, -3.114], [-5.225, 4.398, -2.287], [-4.628, 3.204, -2.763], [-4.907, 2.883, -4.115], [-5.785, 3.684, -4.858], [-3.730, 2.444, -1.885], [-1.446, -0.003, 0.869], [4.542, -0.548, 0.929], [-2.889, 1.478, -2.382], [-1.628, 1.110, -1.805], [-0.515, 0.918, -2.642], [0.788, 1.171, -2.095], [0.964, 1.873, -0.868], [-0.111, 2.027, -0.026], [-1.409, 1.417, -0.356], [2.515, 2.812, -0.415], [-3.657, 2.799, -0.859], [-3.036, 1.243, -3.432], [-4.986, 4.772, -1.304], [-4.427, 2.042, -4.630], [-6.531, 6.074, -2.755], [-6.053, 3.444, -5.896], [-0.681, 0.823, -3.718], [-2.276, 1.899, 0.088], [1.694, 0.978, -2.645], [0.061, 2.742, 0.808], [-0.544, -1.903, 0.167], [5.072, 1.205, 0.923], [6.491, 1.506, 0.414], [4.899, 1.627, 1.921], [4.426, 1.736, 0.194], [6.663, 2.586, 0.477], [7.339, 1.025, 0.923], [6.550, 1.274, -0.658], [3.881, -0.966, -0.692], [4.848, -1.856, -1.509], [3.680, -0.026, -1.225], [2.909, -1.469, -0.544], [4.525, -1.909, -2.557], [5.882, -1.477, -1.527], [4.885, -2.877, -1.112], [3.468, -1.173, 2.238], [4.386, -1.861, 3.282], [2.809, -1.944, 1.790], [2.843, -0.375, 2.663], [3.858, -2.639, 3.839], [5.226, -2.369, 2.779], [4.810, -1.147, 3.994], [-0.217, -3.318, 1.322], [-1.272, -4.405, 1.420], [0.009, -2.911, 2.317], [0.723, -3.789, 0.987], [-2.181, -4.068, 1.921], [-1.579, -4.760, 0.429], [-0.834, -5.237, 1.985], [0.459, -2.535, -1.232], [-0.074, -2.318, -2.636], [0.540, -3.617, -1.074], [1.461, -2.104, -1.122], [-1.118, -2.646, -2.771], [-0.046, -1.256, -2.916], [0.560, -2.886, -3.340], [-2.269, -2.050, -0.430], [-3.313, -1.733, 0.650], [-2.365, -3.064, -0.839], [-2.385, -1.345, -1.274], [-4.227, -1.373, 0.162], [-3.552, -2.646, 1.213], [-3.048, -0.954, 1.400], [-0.910, 0.958, 5.214], [-0.003, 1.562, 4.329], [-0.006, 1.229, 2.961], [-0.910, 0.339, 2.436], [-1.432, -0.513, 3.368], [-1.581, -0.145, 4.699], [-1.070, 1.339, 6.234], [0.685, 2.302, 4.693], [0.758, 1.617, 2.295], [-1.679, -1.511, 3.021], [-2.244, -0.739, 5.315]],
  "homo_lumo_gap_ev": 3.78,
  "homo_ha": -0.415,
  "e_tot_ha": -4550.4635,
  "lumo_energy_ev": -7.502,
  "charge": 2
}

# 5
{
  "formula": "C6H8",
  "method": "ωB97M-V with the def2-TZVPD basis set",
  "symbols": ["C", "C", "C", "C", "C", "C", "H", "H", "H", "H", "H", "H", "H", "H"],
  "positions_angstrom": [[2.726, 0.010, 0.092], [1.740, 0.411, 0.897], [0.336, 0.013, 0.805], [-0.342, -0.008, -0.351], [-1.723, -0.530, -0.326], [-2.752, 0.064, -0.917], [3.727, 0.318, 0.368], [2.657, -0.819, -0.599], [2.064, 0.883, 1.824], [-0.143, -0.348, 1.708], [0.073, 0.459, -1.236], [-1.940, -1.309, 0.398], [-2.529, 0.858, -1.624], [-3.787, -0.210, -0.768]],
  "homo_lumo_gap_ev": 9.33,
  "homo_ha": -0.314,
  "e_tot_ha": -233.3398,
  "lumo_energy_ev": 0.768,
  "smiles": "C=C/C=C/C=C",
  "charge": 0
}

# 6
{
  "formula": "C31H38F4MoN3OS2",
  "method": "ωB97M-V with the def2-TZVPD basis set",
  "symbols": ["Mo", "C", "N", "C", "C", "C", "N", "C", "C", "F", "C", "F", "C", "C", "F", "C", "F", "H", "H", "H", "H", "H", "H", "H", "H", "H", "H", "H", "C", "N", "C", "C", "C", "C", "C", "C", "C", "C", "H", "H", "H", "H", "H", "H", "H", "H", "H", "H", "H", "H", "C", "O", "C", "S", "S", "H", "H", "H", "C", "C", "C", "C", "C", "C", "C", "C", "C", "C", "H", "H", "H", "H", "H", "H", "H", "H", "H", "H", "H", "H"],
  "positions_angstrom": [[-0.263, 0.386, -0.143], [2.806, -0.247, 1.734], [1.511, 0.382, 2.014], [0.976, -0.234, 3.238], [1.644, 1.826, 2.187], [0.261, 2.410, 2.134], [-0.342, 2.050, 0.831], [-1.256, 2.996, 0.304], [-1.111, 3.422, -1.014], [-0.094, 2.937, -1.745], [-1.974, 4.343, -1.575], [-1.783, 4.713, -2.838], [-3.008, 4.878, -0.834], [-3.155, 4.470, 0.476], [-4.144, 4.956, 1.221], [-2.302, 3.540, 1.042], [-2.504, 3.143, 2.302], [3.471, -0.183, 2.603], [2.653, -1.300, 1.498], [3.310, 0.229, 0.894], [1.621, 0.003, 4.092], [-0.033, 0.106, 3.454], [0.938, -1.313, 3.118], [2.149, 2.096, 3.123], [2.243, 2.221, 1.363], [-0.356, 2.024, 2.943], [0.266, 3.495, 2.234], [-3.689, 5.595, -1.271], [-4.836, 0.463, 2.358], [-4.000, -0.657, 1.956], [-4.486, -1.239, 0.711], [-2.618, -0.252, 1.859], [-1.664, -1.421, 1.693], [-1.918, -2.591, 2.412], [-1.091, -3.691, 2.288], [0.021, -3.650, 1.445], [0.301, -2.490, 0.752], [-0.532, -1.367, 0.866], [-5.864, 0.129, 2.483], [-4.829, 1.276, 1.612], [-4.487, 0.867, 3.309], [-5.511, -1.580, 0.849], [-3.878, -2.098, 0.425], [-4.472, -0.514, -0.117], [-2.359, 0.301, 2.768], [-2.485, 0.466, 1.022], [-2.793, -2.628, 3.050], [-1.307, -4.592, 2.848], [0.664, -4.515, 1.345], [1.172, -2.447, 0.114], [-2.024, -3.680, -2.372], [-1.892, -2.353, -1.814], [-1.870, -1.337, -2.653], [-1.997, -1.362, -4.263], [-1.884, 0.229, -1.776], [-2.054, -4.337, -1.509], [-1.168, -3.895, -3.009], [-2.939, -3.744, -2.957], [1.622, 0.492, -3.436], [2.061, -0.390, -2.239], [1.612, -1.823, -2.507], [1.389, 0.219, -1.023], [3.584, -0.277, -2.054], [4.419, -1.387, -2.073], [5.793, -1.250, -1.893], [6.351, 0.000, -1.691], [5.529, 1.120, -1.681], [4.164, 0.980, -1.863], [0.558, 0.368, -3.637], [2.189, 0.176, -4.313], [1.821, 1.549, -3.266], [0.528, -1.889, -2.522], [1.981, -2.521, -1.757], [1.981, -2.148, -3.482], [2.025, 0.967, -0.536], [4.017, -2.378, -2.236], [6.423, -2.130, -1.916], [7.419, 0.105, -1.549], [5.954, 2.106, -1.539], [3.545, 1.872, -1.867]],
  "homo_lumo_gap_ev": 6.70,
  "homo_ha": -0.409,
  "e_tot_ha": -2707.2752,
  "lumo_energy_ev": -4.433,
  "charge": 1
}

# 7
{
  "formula": "C38H32O5P",
  "method": "ωB97M-V with the def2-TZVPD basis set",
  "symbols": ["C", "O", "C", "C", "C", "C", "C", "C", "C", "C", "C", "O", "C", "C", "C", "C", "C", "C", "C", "C", "C", "C", "H", "H", "H", "H", "H", "H", "H", "H", "H", "H", "H", "H", "H", "H", "H", "H", "H", "C", "C", "C", "C", "O", "P", "O", "C", "C", "C", "C", "C", "C", "O", "C", "C", "C", "C", "C", "C", "C", "C", "H", "H", "H", "H", "H", "H", "H", "H", "H", "H", "H", "H", "H", "H", "H"],
  "positions_angstrom": [[-0.430, -4.360, 6.181], [-1.645, -3.824, 5.612], [-1.574, -2.686, 4.878], [-2.811, -2.066, 4.552], [-2.818, -0.838, 3.942], [-1.606, -0.169, 3.569], [-1.717, 1.117, 2.985], [-0.658, 1.973, 2.581], [-0.901, 2.938, 1.565], [0.056, 3.844, 1.180], [1.316, 3.803, 1.795], [2.266, 4.742, 1.392], [3.225, 4.333, 0.460], [3.162, 4.901, -0.817], [4.002, 4.404, -1.811], [4.942, 3.414, -1.509], [5.016, 2.888, -0.216], [4.156, 3.344, 0.785], [1.606, 2.885, 2.809], [0.629, 1.980, 3.190], [-0.386, -0.889, 3.771], [-0.358, -2.091, 4.459], [-0.768, -5.199, 6.784], [0.254, -4.709, 5.394], [0.079, -3.618, 6.813], [-3.732, -2.575, 4.831], [-3.763, -0.346, 3.709], [-2.728, 1.447, 2.757], [-1.877, 2.939, 1.080], [-0.139, 4.587, 0.405], [2.429, 5.683, -1.008], [3.922, 4.806, -2.821], [5.621, 3.054, -2.281], [5.746, 2.115, 0.031], [4.183, 2.944, 1.799], [2.590, 2.893, 3.282], [0.849, 1.288, 4.002], [0.552, -0.513, 3.367], [0.594, -2.584, 4.686], [-1.145, 5.942, 7.076], [-0.693, 4.680, 6.676], [-1.121, 4.138, 5.461], [-2.022, 4.869, 4.690], [-2.625, 4.229, 3.607], [-4.210, 4.635, 3.289], [-4.346, 4.080, 1.731], [-5.631, 4.180, 1.189], [-6.146, 3.045, 0.558], [-7.511, 3.006, 0.274], [-8.314, 4.123, 0.523], [-7.756, 5.292, 1.053], [-6.402, 5.333, 1.402], [-4.957, 3.290, 3.959], [-5.629, 3.338, 5.165], [-6.707, 2.460, 5.334], [-7.358, 2.424, 6.569], [-6.940, 3.256, 7.613], [-5.869, 4.133, 7.427], [-5.233, 4.211, 6.184], [-2.443, 6.159, 5.039], [-1.986, 6.691, 6.250], [-0.832, 6.352, 8.037], [-0.006, 4.106, 7.295], [-0.808, 3.146, 5.132], [-5.484, 2.203, 0.362], [-7.931, 2.094, -0.149], [-9.382, 4.086, 0.296], [-8.379, 6.177, 1.202], [-5.964, 6.224, 1.860], [-7.023, 1.836, 4.496], [-8.192, 1.741, 6.709], [-7.452, 3.230, 8.578], [-5.519, 4.768, 8.240], [-4.429, 4.931, 6.013], [-3.151, 6.701, 4.406], [-2.293, 7.699, 6.533]],
  "homo_lumo_gap_ev": 5.57,
  "homo_ha": -0.392,
  "e_tot_ha": -2184.5681,
  "lumo_energy_ev": -5.111,
  "charge": 1
}

# 8
{
  "formula": "C4H10N2",
  "method": "ωB97M-V with the def2-TZVPD basis set",
  "symbols": ["C", "C", "C", "N", "C", "N", "H", "H", "H", "H", "H", "H", "H", "H", "H", "H"],
  "positions_angstrom": [[1.637, 0.927, -0.273], [0.985, 0.004, -1.296], [-0.067, -0.959, -0.709], [-1.292, -0.188, -0.334], [-1.261, 0.238, 0.965], [-0.416, 0.083, 1.896], [0.902, 1.555, 0.216], [2.040, 0.368, 0.563], [2.397, 1.553, -0.743], [1.742, -0.585, -1.802], [0.457, 0.616, -2.032], [-0.352, -1.691, -1.458], [0.313, -1.469, 0.174], [-1.747, -0.882, 0.422], [-2.014, 1.028, 1.067], [-0.513, -0.777, 2.439]],
  "homo_lumo_gap_ev": 9.14,
  "homo_ha": -0.305,
  "e_tot_ha": -267.7731,
  "lumo_energy_ev": 0.844,
  "charge": 0
}